[1]
Computed, not measured: C4H7NO2 as an isolated structure, with ωB97M-V/def2-TZVPD.

The energy above the lowest of the compared OMol25 structures with the same formula, charge and spin is 309.0 kJ/mol. The calculation puts the HOMO energy at -7.81 eV. Its max |F| is 0.653 eV Å⁻¹. For the LUMO energy, the calculation gives 0.0187 hartree.

```
! wB97M-V def2-TZVPD RIJCOSX def2/J DEFGRID3
* xyz 0 1
C 1.0250 -1.2851 -0.1088
C 0.3175 -0.0011 -0.6184
C 0.8800 1.2725 0.1916
O 0.0458 0.0892 -1.8678
C -0.8390 0.2868 0.3622
O -0.2818 1.1507 1.1622
N -2.1070 -0.0186 0.2941
H 2.0057 -1.3518 -0.5883
H 1.1542 -1.3267 0.9826
H 0.4330 -2.1494 -0.4270
H 0.7105 2.1866 -0.3759
H 1.8467 1.2498 0.6989
H -2.8318 0.4159 0.8466
H -2.3589 -0.5189 -0.5520
*
```

=====

[2]
Computed, not measured: C2H5ClF5NbO5PS as an isolated structure at a distorted geometry, with ωB97M-V/def2-TZVPD.

The energy above the lowest of the compared OMol25 structures with the same formula, charge and spin is 642.3 kJ/mol. The calculation puts the HOMO energy at -6.29 eV. Its max |F| is 6.465 eV Å⁻¹. For the LUMO energy, the calculation gives -0.0037 hartree.

```
! wB97M-V def2-TZVPD RIJCOSX def2/J DEFGRID3
* xyz -1 1
O -2.0565 2.8267 -0.1901
P -2.3918 1.7532 0.9655
O -3.9967 1.1659 0.6144
O -2.4085 2.6494 2.4577
Nb -0.6008 -0.0951 0.8659
Cl -2.2435 -1.9122 1.3664
S 1.2917 -1.7337 0.4183
O 2.0882 -2.0512 1.7291
O 0.6478 -3.0350 -0.1738
C 2.5107 -0.9862 -0.8488
F 3.4006 -2.1141 -1.3155
F 3.3223 0.1298 -0.2382
C 1.7546 -0.4295 -2.2074
F 0.7021 -1.3824 -2.6991
F 2.7851 -0.4042 -3.3114
F 1.2558 0.9717 -2.0888
H -4.0340 0.6615 -0.2518
H -1.4731 2.8941 2.7453
H -0.1406 0.1103 2.6129
H 0.6002 1.2340 0.4686
H -1.0135 -0.2532 -0.9191
*
```

=====

[3]
Computed, not measured: C3H4O3 as an isolated structure at a distorted geometry, with ωB97M-V/def2-TZVPD.

The energy above the lowest of the compared OMol25 structures with the same formula, charge and spin is 447.7 kJ/mol. The calculation puts the HOMO energy at -9.56 eV. Its max |F| is 4.781 eV Å⁻¹. For the LUMO energy, the calculation gives -0.0019 hartree.

```
! wB97M-V def2-TZVPD RIJCOSX def2/J DEFGRID3
* xyz 0 1
C -1.2390 -0.1919 -0.1140
C -0.2912 -0.8370 0.8181
C 0.1689 0.0316 -0.3517
O -2.3718 0.0472 -0.2945
O 0.7121 1.6372 0.2936
O 0.8408 -0.2766 -1.4686
H -0.2530 -0.1700 1.7309
H -0.0365 -1.9534 0.7111
H 1.5835 1.2692 0.6901
H 0.8861 0.4438 -2.0150
*
```

=====

[4]
Computed, not measured: a 6-piece molecular cluster, C12H39O15P3 overall at a distorted geometry, with ωB97M-V/def2-TZVPD.

The energy above the lowest of the compared OMol25 structures with the same formula, charge and spin is 352.2 kJ/mol. The calculation puts the HOMO energy at -10.20 eV. Its max |F| is 3.575 eV Å⁻¹. For the LUMO energy, the calculation gives 0.0124 hartree.

```
! wB97M-V def2-TZVPD RIJCOSX def2/J DEFGRID3
* xyz 0 1
C -16.4399 1.0583 17.2921
O -15.3438 1.8308 16.7153
H -16.3038 -0.0230 17.3094
H -16.7045 1.3561 18.3067
H -17.2648 1.3596 16.6463
H -14.6780 1.2124 16.4054
C -19.1381 -3.1668 18.9246
O -19.3665 -2.7911 17.5706
H -18.7853 -4.1976 18.8925
H -18.3213 -2.5251 19.2550
H -20.1214 -2.9854 19.3586
H -20.1355 -3.2443 17.2174
C -17.0112 3.7097 22.6341
O -15.9419 3.4273 23.5653
H -16.6305 3.9144 21.6335
H -17.6719 2.8428 22.6440
H -17.5661 4.5656 23.0184
H -15.8528 2.4919 23.7623
C -19.9161 3.3501 19.0955
O -19.1729 2.1318 19.2713
P -19.5928 1.0820 20.4474
O -19.6916 1.6204 21.8337
O -18.5150 -0.1161 20.3649
C -17.1155 0.1246 20.7637
O -20.9437 0.4047 19.8264
C -22.1300 0.2724 20.5913
H -19.1719 4.1030 19.3551
H -20.8890 3.4931 19.5657
H -20.0286 3.5680 18.0334
H -17.0929 1.1755 21.0519
H -16.3736 -0.2143 20.0405
H -17.2014 -0.4858 21.6627
H -22.3306 -0.7600 20.8779
H -22.9709 0.5916 19.9756
H -22.0418 0.8030 21.5393
C -23.7830 8.2474 18.7006
O -24.1771 7.3265 19.6615
P -23.4560 5.8666 19.7293
O -22.0636 5.8497 20.2578
O -24.5102 4.9765 20.5525
C -24.1899 3.6928 21.0143
O -23.5432 5.2745 18.1930
C -22.4285 5.2683 17.3726
H -24.3415 9.1593 18.9120
H -24.0764 7.7955 17.7531
H -22.7250 8.5075 18.7306
H -24.8970 2.9089 20.7428
H -24.4398 3.6864 22.0752
H -23.1859 3.2808 20.9122
H -22.7202 5.7740 16.4522
H -22.2316 4.2124 17.1868
H -21.3977 5.5284 17.6133
C -10.4416 -3.3140 22.0950
O -10.8179 -3.4409 20.7273
P -12.3967 -3.3845 20.4276
O -13.1016 -4.5702 20.9267
O -12.8883 -2.0005 20.9741
C -14.2533 -1.6242 21.0584
O -12.3368 -3.2364 18.8255
C -13.3010 -3.6014 17.9326
H -9.7504 -4.0598 22.4876
H -11.3197 -3.3010 22.7406
H -10.0375 -2.3510 22.4071
H -14.2882 -0.7745 20.3765
H -14.5804 -1.3095 22.0494
H -14.8508 -2.4421 20.6557
H -13.3481 -4.6780 17.7694
H -13.0486 -3.0409 17.0325
H -14.2917 -3.3001 18.2731
*
```

=====

What is the LUMO energy in the third record? -0.0019 hartree

=====

Copy entry 3 word for word.
Computed, not measured: C3H4O3 as an isolated structure at a distorted geometry, with ωB97M-V/def2-TZVPD.

The energy above the lowest of the compared OMol25 structures with the same formula, charge and spin is 447.7 kJ/mol. The calculation puts the HOMO energy at -9.56 eV. Its max |F| is 4.781 eV Å⁻¹. For the LUMO energy, the calculation gives -0.0019 hartree.

```
! wB97M-V def2-TZVPD RIJCOSX def2/J DEFGRID3
* xyz 0 1
C -1.2390 -0.1919 -0.1140
C -0.2912 -0.8370 0.8181
C 0.1689 0.0316 -0.3517
O -2.3718 0.0472 -0.2945
O 0.7121 1.6372 0.2936
O 0.8408 -0.2766 -1.4686
H -0.2530 -0.1700 1.7309
H -0.0365 -1.9534 0.7111
H 1.5835 1.2692 0.6901
H 0.8861 0.4438 -2.0150
*
```